102
Properties=species:S:1:pos:R:3:mulliken_charge:R:1 method="wB97M-V/def2-TZVPD" relative_energy_kcal_mol=0.0 gap_ev=10.410 e_lumo_ha=0.0137 e_homo_ev=-10.0
C -2.899 4.189 3.615 -0.153
N -2.535 3.870 6.109 -0.535
C 3.576 -2.998 2.009 0.522
C -0.794 4.327 -1.725 -0.385
C 1.585 -3.916 -1.527 -0.118
H -4.824 -1.742 -1.909 0.474
H -0.467 1.215 4.323 0.002
H -1.176 -0.473 -2.943 -0.606
O -1.250 5.501 -1.024 -0.386
H 1.007 -0.532 -0.264 -0.690
H 3.525 2.285 3.783 0.288
H -4.880 -0.346 1.451 0.192
H -3.403 3.337 3.176 -0.081
O 2.403 0.803 -4.704 -0.590
H -1.742 -5.598 -4.603 0.371
H 0.572 0.680 1.800 -0.745
C 2.304 -2.757 -2.038 0.615
H 0.384 -0.822 2.625 0.154
N -4.216 -4.803 -2.403 -0.483
C -2.690 3.964 4.952 0.348
H 4.606 -0.278 -2.134 0.255
H 2.777 3.956 4.057 0.400
C -0.644 -1.907 0.016 0.424
N -0.849 -2.782 -3.627 -0.214
H -1.985 4.324 3.049 0.071
H -1.835 1.096 5.468 0.327
H -3.439 5.122 3.513 0.418
H 4.024 3.769 2.940 0.381
H 5.325 2.387 -0.420 0.234
H -1.971 0.343 -5.526 0.461
H 4.517 2.146 -2.601 0.559
H 2.619 -1.557 3.097 -0.117
C -0.989 0.089 -5.095 -0.381
C -1.081 -5.308 -3.794 -1.198
C -0.790 1.360 5.380 -0.317
H 4.371 -1.400 3.084 0.276
H -0.837 -0.967 -5.374 0.149
C 3.542 -2.111 3.110 -0.500
N 0.582 -3.630 3.167 -0.429
H 0.306 4.254 -1.713 0.191
H 3.380 -2.788 -1.783 0.470
C 3.179 3.218 3.366 -1.223
C 1.225 0.701 -4.592 0.434
H 0.688 -6.801 3.047 0.328
C -5.328 0.611 1.116 -0.657
C 2.229 3.053 2.302 0.543
H -1.505 -5.643 -2.785 0.256
O 0.589 0.383 -3.426 -0.053
H 0.040 1.939 -5.746 0.242
N 0.967 -4.829 -1.155 -0.525
C 3.834 1.800 -1.853 -0.258
C -1.785 3.654 0.357 0.487
H -1.272 1.307 -3.289 0.071
C -1.706 5.184 0.196 0.311
H 2.887 -0.060 -2.475 -0.337
N 1.447 2.920 1.465 -0.370
H 1.486 -1.885 0.638 -0.409
H -5.081 1.392 1.849 0.099
H -1.035 4.578 -2.785 0.268
H 3.565 -2.666 4.064 0.376
H 1.827 -1.857 -1.646 -0.801
H 3.796 2.855 0.182 0.236
C -4.676 0.986 -0.161 0.452
O 4.161 0.695 1.571 -0.607
H -2.731 3.453 0.839 0.095
C 0.196 -0.321 1.697 0.881
H -0.772 -2.034 -1.064 -0.729
C -4.049 -3.677 -2.215 0.093
H 1.653 -6.236 1.640 0.303
C 0.039 0.477 6.193 0.054
O 3.406 -0.105 -0.436 -0.024
H 0.520 0.496 -6.673 0.396
C 4.278 2.120 -0.422 -0.345
H 2.829 2.193 -1.959 -0.146
O -1.730 -1.136 0.579 -0.358
H -0.573 2.366 5.722 0.281
C 0.633 -1.206 0.511 1.318
C -1.273 -0.235 1.487 0.177
O -2.010 0.534 2.059 -0.551
C 3.679 0.284 -1.834 0.205
N 0.655 -0.218 6.825 -0.424
H -0.042 -6.265 1.517 0.312
C -1.603 3.172 -1.059 0.305
H -6.409 0.466 1.015 0.403
H -0.619 -2.874 0.471 0.376
H -3.182 -1.703 -2.556 -0.152
C -0.978 -3.919 -3.716 0.417
C -0.840 0.346 -3.591 0.632
O -2.202 6.037 0.961 -0.640
H 2.202 -2.757 -3.146 0.463
H -3.405 -2.141 -0.864 -0.036
C 3.990 0.883 0.368 0.239
C -3.844 -2.225 -1.859 0.166
C 0.701 -4.717 2.793 0.543
H -1.024 2.273 -0.995 -0.259
C 0.188 0.834 -5.686 -0.811
C 0.754 -6.064 2.220 -1.046
H -2.529 2.911 -1.563 0.294
N -4.156 1.194 -1.157 -0.482
H -0.955 3.473 0.967 -0.284
H -0.123 -5.844 -3.902 0.341
N 3.681 -3.672 1.077 -0.527